{
  "formula": "C14H20BrN2O4",
  "method": "ωB97M-V with the def2-TZVPD basis set",
  "elements": ["C", "C", "C", "C", "C", "C", "C", "C", "C", "C", "O", "C", "N", "N", "O", "C", "Br", "H", "H", "H", "H", "H", "H", "H", "H", "H", "H", "H", "H", "H", "H", "H", "H", "O", "C", "C", "O", "H", "H", "H", "H"],
  "coordinates": [[2.615472, -2.648908, 2.046812], [2.773503, -2.298338, 0.673823], [2.471501, -2.136690, -0.948296], [1.456912, -0.852028, -1.278863], [0.491756, -0.456748, 0.007072], [-0.814665, 0.442863, -0.381900], [-2.348385, -0.040813, -0.152443], [-2.782571, -1.485577, 0.502758], [-3.682858, -2.444006, -0.478072], [-2.602017, -3.345341, -1.379470], [-2.221075, -4.506733, -0.555575], [-3.458846, 1.025850, -0.577463], [-3.340503, 2.363764, -1.157062], [-2.040719, 2.679371, -1.283285], [-1.849120, 3.947667, -1.778456], [-0.831452, 1.926063, -0.991675], [0.969368, 2.779761, -1.358978], [2.484052, -2.929867, 3.187599], [2.039004, -3.103803, -1.447570], [3.532696, -1.889056, -1.436377], [0.855228, -1.027819, -2.271269], [2.186330, 0.070820, -1.480557], [1.170446, 0.220945, 0.718255], [0.135688, -1.398891, 0.602600], [-1.894114, -2.134368, 0.900484], [-3.463715, -1.246416, 1.453520], [-4.364379, -3.154484, 0.192502], [-4.367455, -1.774951, -1.151159], [-3.031289, -3.617610, -2.434765], [-1.634552, -2.656663, -1.466434], [-1.267414, -4.361139, -0.267728], [-4.588562, 0.679936, -0.391960], [-1.489766, 4.481708, -0.985617], [2.555937, 2.185021, 1.900319], [3.391959, 3.083183, 1.360661], [3.830161, 4.140013, 2.481559], [4.652269, 5.048704, 1.937657], [3.006225, 3.684695, 0.518605], [4.334148, 2.697424, 0.933810], [4.231328, 3.537308, 3.315228], [2.889474, 4.515153, 2.921709]],
  "forces_ev_per_angstrom": [[0.8, 2.2, -9.5], [-2.5, -3.2, 8.8], [0.8, 0.8, 0.6], [0.8, 0.7, 0.3], [0.2, 1.2, -0.1], [-3.5, 3.1, -1.1], [1.2, 1.9, -1.0], [-1.1, 0.8, 0.5], [0.7, -0.1, -0.1], [-0.1, 1.8, 1.0], [1.4, 1.2, -0.6], [0.5, 0.6, -0.3], [0.0, -6.4, 3.1], [2.8, -0.5, -0.1], [0.8, 0.9, 1.7], [0.9, -4.2, 1.5], [-2.4, -0.9, 0.5], [0.6, 1.0, -3.1], [0.9, 1.6, 1.5], [-2.4, -0.7, 1.0], [1.1, 0.1, 2.0], [-1.8, -2.0, 0.5], [-1.5, -1.5, -1.4], [0.6, 1.9, -1.3], [-1.5, 1.5, -0.8], [1.5, -0.4, -1.9], [1.6, 1.4, -1.6], [1.3, -1.3, 1.2], [0.9, 0.2, 2.1], [-2.1, -1.3, -0.3], [-2.0, -0.3, -0.6], [2.7, 1.0, -0.6], [-0.7, -0.9, -1.6], [0.7, 0.8, -0.8], [-1.3, -2.5, -1.0], [1.3, 2.5, 1.0], [-0.9, -1.1, 0.7], [-0.6, 0.5, 0.3], [0.3, -0.3, 0.5], [0.5, -0.4, -0.4], [-0.3, 0.3, -0.6]],
  "lumo_energy_ev": 0.47,
  "total_charge": -1,
  "homo_ev": -1.79,
  "gap_ev": 2.260,
  "total_energy_ev": -96035.9289
}